1.
The following is a DFT calculation (the ωB97M-V functional and the def2-TZVPD basis) of 12 unconnected molecules or ions with the total composition C36H54F6O36 in a non-equilibrium geometry.

Element x y z (Å)
O (-14.9878, -4.7594, -3.6268)
C (-13.9437, -5.2482, -3.9248)
O (-12.7315, -4.7691, -3.6417)
C (-11.7336, -5.3821, -4.4718)
C (-12.4831, -6.5970, -4.9890)
F (-12.2017, -7.7785, -4.4901)
O (-13.8103, -6.2688, -4.8366)
H (-11.5236, -4.7762, -5.3532)
H (-10.8772, -5.6876, -3.8707)
H (-12.1409, -6.6193, -6.0236)
O (-4.2102, -6.7557, -3.3174)
C (-4.0143, -5.7561, -2.6024)
O (-3.3569, -5.5971, -1.3852)
C (-3.6532, -4.3094, -0.9518)
C (-3.8781, -3.5005, -2.2070)
F (-2.7638, -3.0002, -2.6250)
O (-4.4313, -4.5574, -2.9915)
H (-4.6342, -4.1773, -0.4955)
H (-2.7837, -4.0971, -0.3297)
H (-4.5331, -2.6387, -2.0792)
O (-3.7958, 3.7370, -3.5504)
C (-3.3085, 2.8492, -2.8628)
O (-2.6730, 3.0510, -1.7255)
C (-2.2104, 1.8555, -1.1492)
C (-3.0725, 0.8564, -1.9606)
F (-4.0804, 0.6080, -1.2039)
O (-3.4452, 1.5180, -3.0899)
H (-1.1322, 1.9213, -1.2945)
H (-2.4089, 1.7252, -0.0853)
H (-2.7040, -0.1145, -2.2918)
O (-7.2268, -1.8165, -8.6631)
C (-7.7492, -1.0816, -7.8531)
O (-7.5330, 0.2789, -7.8095)
C (-7.7511, 0.6481, -6.5122)
C (-8.7008, -0.4700, -5.9326)
F (-9.9592, -0.1446, -6.3514)
O (-8.3527, -1.5135, -6.7808)
H (-6.8092, 0.7837, -5.9807)
H (-8.1660, 1.6534, -6.4395)
H (-8.7976, -0.4815, -4.8470)
O (-4.5765, -7.5232, -9.7899)
C (-4.9670, -6.4628, -9.3053)
O (-5.3874, -6.1996, -8.0340)
C (-6.0561, -4.9987, -8.0664)
C (-5.3518, -4.2300, -9.1886)
F (-4.2385, -3.6261, -8.7713)
O (-5.0670, -5.3973, -10.0333)
H (-7.1032, -4.8784, -8.3444)
H (-5.8954, -4.6325, -7.0524)
H (-5.9436, -3.5372, -9.7868)
O (-6.9502, -5.1925, -1.4360)
C (-7.9090, -5.1219, -0.6489)
O (-7.8243, -5.0487, 0.6970)
C (-9.0718, -5.5534, 1.2360)
C (-10.0473, -5.0650, 0.1992)
F (-10.7926, -3.9009, 0.3348)
O (-9.2441, -5.0480, -0.9760)
H (-9.0930, -6.6310, 1.0731)
H (-9.2674, -5.3096, 2.2802)
H (-10.7532, -5.8635, -0.0295)
C (-13.5516, 0.4144, -0.9081)
O (-12.5302, -0.3175, -0.1921)
C (-12.5694, -0.3287, 1.2608)
O (-13.3069, 0.2508, 2.0880)
O (-11.4054, -0.8703, 1.7955)
C (-10.2402, -1.2638, 1.0077)
H (-13.2446, 1.4082, -1.2341)
H (-14.3800, 0.5691, -0.2168)
H (-13.8071, -0.2688, -1.7181)
H (-9.4838, -0.4800, 0.9662)
H (-10.5159, -1.7792, 0.0877)
H (-9.7370, -2.0724, 1.5378)
C (-7.3340, -7.7544, -3.4354)
O (-7.0061, -8.2139, -4.6869)
C (-7.7426, -7.7614, -5.7412)
O (-8.5908, -6.8533, -5.7663)
O (-7.4823, -8.5203, -6.8429)
C (-6.2257, -9.1114, -7.1216)
H (-6.3740, -7.3014, -3.1878)
H (-7.5594, -8.6213, -2.8144)
H (-8.0880, -6.9681, -3.3989)
H (-5.9610, -9.0101, -8.1741)
H (-6.3716, -10.1733, -6.9239)
H (-5.4233, -8.5849, -6.6047)
C (-9.6208, 2.1502, -0.2579)
O (-8.5773, 2.9157, -0.8111)
C (-8.5179, 3.0925, -2.0829)
O (-9.3596, 2.7287, -2.9035)
O (-7.5244, 3.8675, -2.3353)
C (-7.3193, 4.3515, -3.7115)
H (-9.7227, 1.2976, -0.9294)
H (-10.6421, 2.5136, -0.1444)
H (-9.3633, 1.8220, 0.7491)
H (-7.1861, 3.5491, -4.4371)
H (-6.3924, 4.9237, -3.7501)
H (-8.1499, 4.9886, -4.0152)
C (-4.6676, -1.5989, 2.7280)
O (-4.1436, -1.4544, 1.4318)
C (-2.7873, -1.4806, 1.2095)
O (-2.2009, -1.2689, 0.1622)
O (-2.0371, -1.6943, 2.3287)
C (-0.5844, -1.7492, 2.3370)
H (-4.3089, -2.5308, 3.1652)
H (-5.7517, -1.6976, 2.6738)
H (-4.2344, -0.8699, 3.4129)
H (-0.0238, -0.8298, 2.1683)
H (-0.2661, -2.5215, 1.6367)
H (-0.2372, -2.2212, 3.2562)
C (-7.9444, -3.7167, -4.6098)
O (-7.1216, -3.1436, -3.6130)
C (-7.6460, -2.2504, -2.7412)
O (-8.8330, -1.8854, -2.7247)
O (-6.6485, -1.8328, -1.9057)
C (-7.0166, -1.1248, -0.6991)
H (-8.3216, -4.7036, -4.3417)
H (-7.4355, -3.7502, -5.5731)
H (-8.7684, -3.0150, -4.7389)
H (-6.7470, -1.8235, 0.0930)
H (-8.0977, -1.1826, -0.5729)
H (-6.6058, -0.1541, -0.4216)
C (-9.6965, 0.4861, 4.4202)
O (-8.4894, 1.2778, 4.1681)
C (-7.8158, 1.0423, 3.0742)
O (-7.8864, -0.0528, 2.4173)
O (-7.1456, 2.1158, 2.7761)
C (-6.4330, 2.3377, 1.5456)
H (-9.7183, -0.4389, 3.8440)
H (-10.5671, 1.0965, 4.1803)
H (-9.8658, 0.2876, 5.4785)
H (-5.4241, 2.1390, 1.9072)
H (-6.5281, 3.3709, 1.2116)
H (-6.5417, 1.7111, 0.6604)

The structure (SMILES) is O=C1OC[C@@H](F)O1.O=C1OC[C@@H](F)O1.O=C1OC[C@@H](F)O1.O=C1OC[C@@H](F)O1.O=C1OC[C@@H](F)O1.O=C1OC[C@@H](F)O1.COC(=O)OC.COC(=O)OC.COC(=O)OC.COC(=O)OC.COC(=O)OC.COC(=O)OC. The calculation puts the HOMO-LUMO gap at 10.397 eV.


2.
The following is a DFT calculation (the ωB97M-V functional and the def2-TZVPD basis) of 8 unconnected molecules or ions with the total composition C5H26N2O8 in a non-equilibrium geometry.

Element x y z (Å)
C (1.4116, 0.2259, 1.6149)
C (-0.0387, 0.1162, 1.1679)
C (-0.3005, -1.2474, 0.5051)
C (-0.1461, -2.3689, 1.4848)
O (0.8292, -3.0964, 1.5192)
N (-0.4338, 1.1383, 0.1807)
C (-0.3549, 2.5117, 0.6551)
N (0.9502, 3.1128, 0.3871)
H (1.6247, 1.1452, 2.1730)
H (1.7086, -0.6132, 2.2424)
H (2.1070, 0.2250, 0.7659)
H (-0.6975, 0.2576, 2.0204)
H (-1.3225, -1.2961, 0.1257)
H (0.3834, -1.3814, -0.3344)
H (-0.9726, -2.5330, 2.1974)
H (0.1151, 1.0694, -0.6680)
H (-1.0749, 3.1140, 0.1098)
H (-0.6197, 2.5325, 1.7038)
H (0.8834, 4.1182, 0.2856)
H (1.6429, 2.9020, 1.0940)
O (2.9475, -2.3253, 0.0491)
H (3.4482, -3.1411, -0.1292)
H (2.1856, -2.5964, 0.5904)
O (-3.0529, 0.6648, 2.5290)
H (-3.8735, 0.2253, 2.7979)
H (-3.0256, 0.6005, 1.5445)
O (1.6643, 2.2548, -1.8265)
H (1.7452, 2.6227, -0.9182)
H (2.1306, 1.3937, -1.8367)
O (-3.0536, 0.5801, -0.2729)
H (-3.5255, 1.3203, -0.7038)
H (-2.1048, 0.8562, -0.3084)
O (2.3782, -0.5395, -1.8837)
H (2.8646, -0.8424, -2.6697)
H (2.5764, -1.1986, -1.1736)
O (-0.3811, -0.0908, -2.3401)
H (-0.2016, 0.8353, -2.4718)
H (0.5061, -0.4717, -2.2335)
O (-2.5301, -1.4458, -2.1404)
H (-1.6910, -1.0959, -2.4486)
H (-2.8206, -0.8124, -1.4637)

The structure (SMILES) is C[C@H](CC=O)NCN.O.O.O.O.O.O.O. The calculation puts the HOMO-LUMO gap at 10.148 eV. The value obtained for the energy above the lowest of the compared OMol25 structures with the same formula, charge and spin is 28.9 kcal per mole.


3.
The following is a DFT calculation (the ωB97M-V functional and the def2-TZVPD basis) of a molecular structure, C30H52BrIrN3OP2 in a non-equilibrium geometry.

Element x y z (Å)
N (-6.1303, 4.4869, -4.7767)
C (-6.0178, 4.8041, -3.4860)
C (-5.3471, 3.9826, -2.5728)
C (-4.7294, 2.7925, -3.0441)
C (-4.9205, 2.4465, -4.4133)
C (-5.6206, 3.3423, -5.2356)
C (-3.8092, 2.0498, -2.2061)
Ir (-2.4293, -0.0980, -1.6687)
P (4.0200, -0.3735, -0.1118)
C (-2.6123, 1.5331, -2.7685)
C (-1.3823, 1.6787, -1.9764)
C (-0.1362, 1.4977, -2.6921)
C (1.0614, 1.5696, -1.9995)
C (1.0136, 1.7973, -0.6113)
C (-0.1467, 2.2729, 0.0213)
C (-1.3538, 2.2970, -0.6675)
Br (2.0477, 0.6271, 0.4852)
H (-4.0324, 2.0232, -1.1353)
H (-2.4568, 1.4903, -3.8517)
H (-5.2230, 4.2969, -1.5342)
H (-4.4940, 1.5341, -4.8332)
H (-6.4487, 5.7512, -3.1418)
H (-5.7500, 3.1323, -6.3024)
H (-0.2032, 1.3327, -3.7651)
H (-2.2585, 2.7306, -0.2437)
H (2.0051, 1.3943, -2.4975)
H (-0.1091, 2.5533, 1.0679)
P (-1.3144, -1.7838, -0.9140)
C (5.2099, 0.9675, 0.1944)
C (6.4847, 1.0315, -0.6484)
H (5.4668, 0.8992, 1.2616)
H (4.6319, 1.8995, 0.0792)
H (6.9209, 2.0328, -0.5531)
H (7.2495, 0.3278, -0.2967)
H (6.2915, 0.8526, -1.7103)
C (3.9740, -0.8714, -1.8175)
C (5.1422, -1.7857, -2.2525)
H (3.9818, 0.0482, -2.4278)
H (3.0012, -1.3591, -1.9985)
H (5.0984, -1.9321, -3.3428)
H (6.1264, -1.3471, -2.0242)
H (5.0818, -2.7791, -1.7825)
C (4.0610, -1.6693, 1.1467)
C (5.2317, -1.6180, 2.1406)
H (4.0664, -2.6350, 0.6127)
H (3.0942, -1.6173, 1.6816)
H (5.1085, -2.4184, 2.8821)
H (6.1942, -1.7876, 1.6393)
H (5.2799, -0.6662, 2.6829)
C (-1.0338, -2.7676, 0.5740)
C (-1.8135, -4.0834, 0.6226)
H (-1.2763, -2.1369, 1.4449)
H (0.0574, -2.9475, 0.6283)
H (-2.8145, -3.9282, 1.0390)
H (-1.9162, -4.5399, -0.3669)
H (-1.3064, -4.8114, 1.2670)
C (0.0816, -2.1998, -1.9969)
C (-0.3001, -2.3554, -3.4600)
H (0.5962, -3.0679, -1.5605)
H (0.7488, -1.3274, -1.8893)
H (-1.0753, -3.1113, -3.6284)
H (-0.6543, -1.3907, -3.8434)
H (0.5841, -2.6432, -4.0406)
C (-3.1407, -2.1039, -1.5566)
C (-4.2147, -1.8244, -0.5164)
H (-2.8621, -3.1511, -1.7465)
H (-3.4152, -1.6968, -2.5724)
H (-5.1015, -2.4209, -0.7799)
H (-3.9047, -2.0387, 0.5117)
H (-4.5134, -0.7606, -0.5844)
C (1.6423, 2.0700, 3.8478)
N (0.7698, 1.1660, 4.5632)
C (0.9429, 1.0787, 5.9968)
C (-0.2759, 0.6567, 3.8344)
O (-0.4497, 1.0031, 2.6517)
N (-1.1655, -0.2388, 4.3753)
C (-1.0297, -0.9883, 5.6059)
C (-2.2173, -0.6090, 3.4655)
H (2.3086, 2.5462, 4.5721)
H (1.0692, 2.8388, 3.3140)
H (2.2429, 1.5252, 3.1063)
H (0.0483, 1.4238, 6.5327)
H (1.1902, 0.0565, 6.3077)
H (1.7824, 1.7263, 6.2593)
H (-1.1729, -0.3391, 6.4811)
H (-1.8119, -1.7558, 5.6194)
H (-0.0514, -1.4880, 5.6758)
H (-2.7410, 0.2882, 3.1060)
H (-1.8124, -1.1063, 2.5733)
H (-2.9136, -1.2815, 3.9748)

The multiplicity is 6. The calculation puts the HOMO-LUMO gap (spin up / spin down) at 4.970 / 2.805 eV. The value obtained for the energy above the lowest of the compared OMol25 structures with the same formula, charge and spin is 0.0 kcal per mole. As for the total charge: +4.


4.
The following is a DFT calculation (the ωB97M-V functional and the def2-TZVPD basis) of a molecular structure, C3H5BN2O2 in a non-equilibrium geometry.

Element x y z (Å)
B (-1.6621, -0.2695, 0.0689)
C (1.8054, -1.4356, -0.0878)
C (2.0496, -0.0278, 0.0766)
C (-0.2704, -0.7032, -0.0947)
N (0.4895, -1.6726, -0.1545)
N (0.9593, 0.7141, 0.1425)
O (-2.6138, -1.2548, 0.1231)
O (-2.0616, 1.0454, -0.1420)
H (2.6062, -2.2359, -0.0251)
H (3.0703, 0.4837, 0.1426)
H (0.7447, 1.5825, -0.2062)
H (-3.4928, -1.2602, -0.1610)
H (-2.9455, 1.3555, -0.4379)

The calculation puts the HOMO-LUMO gap at 8.461 eV. The value obtained for the energy above the lowest of the compared OMol25 structures with the same formula, charge and spin is 55.9 kcal per mole.